Record 1
{
  "formula": "C10H8N6O",
  "method": "the ωB97M-V functional and the def2-TZVPD basis",
  "species": ["O", "N", "N", "N", "C", "C", "C", "C", "C", "C", "C", "C", "C", "C", "N", "N", "N", "H", "H", "H", "H", "H", "H", "H", "H"],
  "positions_angstrom": [[1.0478, -2.5357, 3.4018], [3.1975, -2.0861, 2.8584], [3.9985, -1.5149, 2.0011], [-3.9157, 2.1970, -0.1835], [1.8186, -2.0247, 2.6272], [-3.5748, 1.8510, -1.4055], [3.4546, -0.9295, 0.8435], [2.1159, -0.8710, 0.5991], [-1.4606, 0.6653, -2.4124], [-0.2062, 0.0975, -2.1014], [-0.6258, 0.4917, 0.2552], [-2.2913, 1.1525, -1.3817], [-1.8672, 1.0648, -0.0708], [0.2275, 0.0503, -0.7836], [1.2580, -1.3859, 1.5296], [-2.8856, 1.7306, 0.6233], [1.5680, -0.3927, -0.5760], [-4.1787, 2.0710, -2.2645], [4.0690, -0.4124, 0.1254], [-1.7657, 0.7266, -3.4611], [0.4464, -0.2558, -2.8939], [-0.3005, 0.4822, 1.2878], [0.4407, -1.8418, 1.1684], [-2.7530, 2.0318, 1.5933], [2.1826, -0.3616, -1.3795]],
  "homo_energy_ev": -8.70,
  "e_above_lowest_kcal_mol": 7.9,
  "smiles": "O=c1nncc(Nc2ccc3cn[nH]c3c2)[nH]1",
  "gap_ha": 0.297,
  "multiplicity": 1
}


Record 2
{
  "formula": "C10H8O",
  "method": "the ωB97M-V functional and the def2-TZVPD basis",
  "species": ["C", "C", "C", "C", "C", "C", "C", "C", "C", "C", "O", "H", "H", "H", "H", "H", "H", "H", "H"],
  "positions_angstrom": [[1.4626, 0.8027, -2.3483], [0.7983, 1.9810, -2.0535], [1.2840, -0.3022, -1.5387], [-0.0571, 2.0383, -0.9626], [0.4422, -0.2456, -0.4275], [-0.2501, 0.9388, -0.1434], [0.2992, -1.3915, 0.4457], [-0.5649, -1.3254, 1.4527], [-1.2537, -1.8834, 2.6533], [-1.5568, -0.5394, 2.0617], [-2.2513, 0.4344, 2.1542], [2.1206, 0.7443, -3.2035], [0.9450, 2.8577, -2.6653], [1.8037, -1.2221, -1.7601], [-0.5765, 2.9603, -0.7452], [0.9092, -2.2691, 0.2674], [-1.9456, -2.7072, 2.5387], [-0.6994, -1.9214, 3.5841], [-0.9095, 1.0498, 0.6902]],
  "homo_energy_ev": -8.81,
  "e_above_lowest_kcal_mol": 64.5,
  "smiles": "O=C1C/C1=C/c1ccccc1",
  "gap_ha": 0.303,
  "multiplicity": 1
}


Record 3
{
  "formula": "C10H9AsN2O2S6W",
  "method": "the ωB97M-V functional and the def2-TZVPD basis",
  "species": ["W", "O", "C", "C", "C", "C", "C", "C", "C", "O", "N", "N", "C", "S", "C", "C", "S", "H", "H", "H", "H", "H", "H", "H", "H", "H", "S", "As", "S", "S", "S"],
  "positions_angstrom": [[3.2564, 1.4702, -0.1495], [-2.2662, 2.2349, -1.7035], [-2.5291, 0.9527, -1.6392], [-3.8740, 0.5531, -1.6344], [-4.2176, -0.7746, -1.9915], [-3.1963, -1.7891, -1.9593], [-1.9006, -1.3797, -1.6507], [-1.5264, -0.0155, -1.6775], [-0.1374, 0.5109, -1.4141], [0.0422, 1.7672, -1.1988], [0.8312, -0.3997, -1.2346], [1.7017, -0.0644, -0.3327], [1.4823, -0.6249, 0.9297], [1.9499, -2.2399, 1.2171], [1.7621, -2.0062, 3.0056], [0.7915, -0.9295, 3.3967], [0.2487, 0.0161, 2.0028], [-1.1864, 2.1650, -1.5035], [-4.6305, 1.3186, -1.4871], [-5.1906, -0.9854, -2.3486], [-3.4058, -2.8458, -2.3121], [-1.1475, -2.0746, -1.3890], [2.7728, -1.7671, 3.4332], [1.4168, -2.9308, 3.3601], [1.1414, -0.3009, 4.2286], [-0.1537, -1.3690, 3.6804], [2.6161, 3.5435, -1.2960], [4.3283, 2.9878, 2.0459], [2.2928, 2.2022, 2.0643], [3.3390, 1.9808, -2.5404], [5.3886, 0.7943, 0.0985]],
  "homo_energy_ev": [-7.61, -7.42],
  "gap_ha": [0.185, 0.164],
  "multiplicity": 3,
  "s2": 2.066
}


Record 4
{
  "formula": "C10H9Br",
  "method": "the ωB97M-V functional and the def2-TZVPD basis",
  "species": ["C", "C", "C", "C", "C", "C", "C", "C", "C", "C", "Br", "H", "H", "H", "H", "H", "H", "H", "H", "H"],
  "positions_angstrom": [[-0.4422, -0.8548, 3.2835], [-0.1921, -1.5367, 2.0887], [-0.1891, 0.5495, 3.3120], [-0.0320, -0.7911, 0.8835], [0.1346, 1.2253, 2.1895], [0.1383, 0.6193, 0.9310], [0.4569, 1.2871, -0.2497], [-1.0902, -0.4193, -2.7341], [-0.0505, -0.0104, -3.1811], [1.0978, 0.4243, -3.9506], [-2.5772, -1.1733, -1.8616], [-0.6213, -1.3992, 4.1920], [-0.3269, -2.5955, 2.0119], [-0.2992, 0.9024, 4.2457], [0.1899, -1.3377, -0.1397], [0.3089, 2.2129, 2.1813], [-0.3537, 1.3750, -1.1033], [1.2344, 1.4715, -3.5598], [0.6900, 0.1812, -4.9689], [1.9235, -0.1304, -3.5702]],
  "homo_energy_ev": [-7.71, -8.12],
  "e_above_lowest_kcal_mol": 144.4,
  "gap_ha": [0.275, 0.271],
  "multiplicity": 1
}


Record 5
{
  "formula": "C10H9BrO",
  "method": "the ωB97M-V functional and the def2-TZVPD basis",
  "species": ["C", "C", "C", "C", "C", "C", "C", "C", "C", "C", "O", "Br", "H", "H", "H", "H", "H", "H", "H", "H", "H"],
  "positions_angstrom": [[-0.0743, 1.4037, -1.3532], [1.2343, 1.7745, -0.6384], [-0.6314, 0.2056, -1.1471], [1.8427, 0.8168, 0.1087], [-0.0451, -0.7075, -0.0669], [1.4847, -0.5428, -0.2157], [-0.4053, 0.1571, 2.1922], [-0.6888, -1.8825, 0.6039], [2.3860, -1.4224, -0.8102], [-1.1332, -0.5376, 1.2069], [0.6761, -0.1820, 2.6306], [4.1558, -0.9449, -1.1094], [-0.5836, 2.1380, -1.9090], [1.2474, 2.8494, -0.6456], [-1.4957, -0.1054, -1.7957], [2.8431, 0.9011, 0.5219], [-0.9220, 1.0130, 2.5045], [-1.4636, -2.3984, -0.0282], [-0.0995, -2.4246, 1.2260], [2.0518, -2.3458, -1.1829], [-2.0527, -0.1320, 0.8939]],
  "homo_energy_ev": -8.37,
  "e_above_lowest_kcal_mol": 83.4,
  "smiles": "O=C[C@@H]1C[C@@]12C=CC=C/C2=C\\Br",
  "gap_ha": 0.303,
  "multiplicity": 1
}


Record 6
{
  "formula": "C10H9BrO2",
  "method": "the ωB97M-V functional and the def2-TZVPD basis",
  "species": ["C", "C", "C", "C", "C", "C", "C", "C", "C", "C", "O", "O", "Br", "H", "H", "H", "H", "H", "H", "H", "H", "H"],
  "positions_angstrom": [[2.2301, -1.4535, 1.3852], [1.3920, -0.9955, 2.3987], [2.2720, -0.9593, 0.0715], [0.5505, 0.0058, 2.0609], [1.4038, 0.1121, -0.1861], [0.5171, 0.5448, 0.7474], [-1.2827, 1.7636, -1.5806], [-0.6713, 1.2953, 0.3379], [-1.8639, 0.5328, -0.8520], [-1.5279, -0.6780, -1.6320], [-1.4854, 2.0904, -2.6970], [-0.4165, 2.2661, -0.6822], [-3.6560, 0.7589, -0.3052], [2.7543, -2.3350, 1.4476], [1.4143, -1.2687, 3.4772], [2.8751, -1.4589, -0.7360], [-0.1500, 0.4334, 2.7370], [1.3666, 0.5126, -1.2513], [-1.1910, 1.8285, 1.1233], [-0.5079, -0.8930, -1.7979], [-2.0011, -0.4231, -2.6306], [-2.0221, -1.6795, -1.4356]],
  "homo_energy_ev": -9.11,
  "e_above_lowest_kcal_mol": 25.8,
  "smiles": "C[C@]1(Br)C(=O)O[C@@H]1c1ccccc1",
  "gap_ha": 0.354,
  "multiplicity": 1
}


Record 7
{
  "formula": "C10H9ClN4O2",
  "method": "the ωB97M-V functional and the def2-TZVPD basis",
  "species": ["O", "C", "N", "N", "C", "N", "N", "C", "H", "H", "H", "C", "O", "C", "C", "C", "C", "C", "C", "Cl", "H", "H", "H", "H", "H", "H"],
  "positions_angstrom": [[2.2030, 2.2462, 0.2079], [1.4469, 1.4426, -0.2757], [1.7288, 0.1251, -0.4478], [2.9369, -0.4184, -0.0856], [4.0695, -0.5356, -0.8429], [5.0049, -1.0978, -0.1481], [4.5212, -1.3548, 1.0788], [3.2940, -0.9476, 1.1235], [2.6360, -1.0076, 1.9648], [4.1437, -0.2068, -1.8580], [1.0297, -0.4919, -0.8620], [0.0456, 1.8205, -0.7737], [-0.6812, 0.6943, -1.2150], [-1.7171, 0.2256, -0.4541], [-2.6856, 1.0357, 0.1262], [-3.7390, 0.4740, 0.8261], [-3.8462, -0.8997, 0.9512], [-2.8936, -1.7227, 0.3746], [-1.8362, -1.1603, -0.3152], [-0.6296, -2.1798, -1.0284], [-2.9624, -2.7953, 0.4656], [-4.6700, -1.3352, 1.4940], [-4.4835, 1.1177, 1.2680], [-2.6257, 2.1076, 0.0133], [0.1676, 2.5045, -1.6209], [-0.4577, 2.3596, 0.0336]],
  "homo_energy_ev": -9.55,
  "e_above_lowest_kcal_mol": 12.4,
  "smiles": "O=C(COc1ccccc1Cl)Nn1cnnc1",
  "gap_ha": 0.368,
  "multiplicity": 1
}


Record 8
{
  "formula": "C10H9ClNOP",
  "method": "the ωB97M-V functional and the def2-TZVPD basis",
  "species": ["C", "C", "C", "C", "C", "C", "C", "C", "C", "C", "N", "O", "P", "Cl", "H", "H", "H", "H", "H", "H", "H", "H", "H"],
  "positions_angstrom": [[-2.6192, 2.7174, 0.3466], [-1.3311, 3.0422, 0.9208], [-2.7526, 1.5265, -0.3294], [0.8808, -3.2887, 0.2294], [1.8634, -2.4286, 0.7232], [-0.2620, 2.2072, 0.7162], [-1.6401, 0.7334, -0.5447], [0.6057, -2.8163, -1.1356], [2.2695, -1.4957, -0.3517], [-0.4600, 1.0793, -0.0253], [1.3915, -1.8142, -1.4432], [0.5287, 0.2148, -0.3120], [1.7708, -0.0155, 0.6960], [2.9925, 1.1554, -0.4327], [-3.5733, 3.2469, 0.6087], [-1.2882, 4.0267, 1.4647], [-3.6986, 1.2536, -0.8701], [0.5477, -4.1421, 0.8445], [2.4398, -2.7130, 1.5162], [0.7054, 2.3236, 1.1756], [-1.5538, -0.0858, -1.2363], [-0.1244, -3.1458, -1.9008], [3.3075, -1.5813, -0.6602]],
  "homo_energy_ev": [-6.32, -8.88],
  "gap_ha": [0.266, 0.226],
  "multiplicity": 3,
  "s2": 2.023
}


Record 9
{
  "formula": "C10H9F4NO4",
  "method": "the ωB97M-V functional and the def2-TZVPD basis",
  "species": ["F", "C", "C", "F", "C", "O", "C", "F", "C", "F", "C", "O", "C", "C", "O", "C", "C", "N", "O", "H", "H", "H", "H", "H", "H", "H", "H", "H"],
  "positions_angstrom": [[-1.1765, 0.0493, 2.4980], [-0.0719, -0.7214, 2.4178], [-0.1286, -2.0507, 2.6426], [-1.3084, -2.6727, 2.8381], [1.0833, -2.8645, 2.8219], [1.0193, -4.0771, 3.1163], [2.3538, -2.1624, 2.6309], [3.4687, -2.8868, 2.8433], [2.3938, -0.8423, 2.3733], [3.5728, -0.1817, 2.4152], [1.1956, -0.0165, 2.4152], [1.3361, 1.1966, 2.6935], [-3.3114, 1.0930, -3.1123], [-1.8334, 1.2496, -3.3532], [-1.1619, 0.6698, -2.1898], [0.1061, 1.0582, -2.0100], [0.8058, 0.4179, -0.7998], [0.7492, 1.3423, 0.2618], [0.6775, 1.8756, -2.7117], [-3.8739, 1.3950, -3.9899], [-3.5641, 0.0600, -2.8724], [-3.6244, 1.7170, -2.2752], [-1.5089, 0.6987, -4.2409], [-1.5512, 2.2997, -3.4448], [0.2919, -0.5265, -0.5815], [1.8352, 0.2301, -1.1507], [1.5793, 1.3539, 0.8956], [0.6460, 2.2956, -0.1312]],
  "homo_energy_ev": -9.68,
  "smiles": "O=C1C(F)=C(F)C(=O)C(F)=C1F.CCOC(=O)CN",
  "gap_ha": 0.250,
  "multiplicity": 1
}


Record 10
{
  "formula": "C10H9InN4O2SSbSe4",
  "method": "the ωB97M-V functional and the def2-TZVPD basis",
  "species": ["In", "Se", "Sb", "Se", "Se", "Se", "N", "C", "C", "C", "C", "C", "C", "S", "O", "O", "N", "C", "N", "C", "C", "C", "N", "H", "H", "H", "H", "H", "H", "H", "H", "H"],
  "positions_angstrom": [[-0.7766, 0.3539, -2.3561], [-5.1208, 2.0095, -4.3932], [-3.5044, 0.2856, -4.1091], [-1.1354, 1.2454, -4.6536], [-3.0741, 0.0144, -1.5121], [-3.6776, -1.9253, -5.0004], [0.2488, 3.0123, 5.0698], [0.3212, 2.3830, 3.8181], [-0.3694, 2.9011, 2.7246], [-0.2605, 2.3059, 1.4789], [0.5334, 1.1818, 1.3158], [1.2286, 0.6553, 2.3934], [1.1233, 1.2581, 3.6365], [2.0061, 0.7497, -0.9132], [0.5901, 0.5659, 0.0821], [3.1098, 0.1740, -0.1705], [1.3611, -0.2099, -2.0614], [1.1386, -1.5887, -1.9064], [2.0144, -2.4150, -1.3546], [1.6352, -3.6924, -1.3225], [0.4281, -4.1552, -1.8238], [-0.4193, -3.2067, -2.3710], [-0.0561, -1.9347, -2.4123], [-0.5948, 3.5426, 5.2184], [0.4380, 2.4047, 5.8506], [-0.9981, 3.7749, 2.8501], [-0.8082, 2.6934, 0.6291], [1.8492, -0.2171, 2.2410], [1.6715, 0.8501, 4.4780], [2.3372, -4.3805, -0.8628], [0.1580, -5.1995, -1.7824], [-1.3975, -3.4366, -2.7809]],
  "homo_energy_ev": -4.70,
  "charge": -1,
  "gap_ha": 0.252,
  "multiplicity": 1
}